{
  "formula": "C8H20F2Li2NO8S2",
  "method": "the ωB97M-V functional and the def2-TZVPD basis",
  "species": ["Li", "Li", "N", "S", "O", "O", "F", "S", "O", "O", "F", "C", "O", "C", "C", "O", "C", "H", "H", "H", "H", "H", "H", "H", "H", "H", "H", "C", "O", "C", "C", "O", "C", "H", "H", "H", "H", "H", "H", "H", "H", "H", "H"],
  "xyz": [[-9.955, 7.031, 24.025], [-7.066, 6.874, 24.686], [-8.404, 8.162, 24.280], [-8.511, 9.530, 25.275], [-9.844, 9.970, 25.619], [-7.431, 10.512, 25.212], [-8.015, 8.716, 26.636], [-8.120, 9.024, 23.040], [-6.711, 9.323, 22.707], [-9.100, 10.019, 22.674], [-8.516, 7.821, 22.046], [-7.979, 5.875, 27.665], [-8.432, 5.521, 26.350], [-9.604, 4.781, 26.270], [-10.926, 5.594, 26.635], [-11.087, 6.634, 25.724], [-12.358, 7.242, 25.895], [-7.591, 4.968, 28.129], [-8.814, 6.309, 28.215], [-7.163, 6.595, 27.595], [-9.530, 3.939, 26.958], [-9.854, 4.277, 25.336], [-10.906, 5.964, 27.660], [-11.739, 4.869, 26.641], [-13.043, 6.635, 25.304], [-12.279, 8.273, 25.550], [-12.829, 7.154, 26.874], [-8.543, 4.419, 22.844], [-9.610, 5.317, 23.026], [-10.534, 5.339, 21.983], [-11.699, 6.296, 22.319], [-11.204, 7.641, 22.620], [-12.157, 8.710, 22.717], [-7.870, 4.851, 22.102], [-8.809, 3.408, 22.534], [-7.959, 4.372, 23.763], [-10.987, 4.359, 21.834], [-9.972, 5.631, 21.096], [-12.200, 5.928, 23.214], [-12.388, 6.232, 21.477], [-12.429, 9.019, 21.708], [-11.705, 9.543, 23.255], [-13.143, 8.408, 23.070]],
  "atomic_forces_ev_per_a": [[-0.49, -0.04, -0.70], [0.57, -0.15, 0.16], [-0.44, 1.36, 3.81], [0.86, 3.14, 6.25], [1.39, -1.56, -1.21], [-2.29, -2.42, -1.05], [-0.66, -0.29, -1.07], [3.27, 2.63, -10.32], [-3.31, -1.49, 1.73], [0.75, -1.02, 1.77], [0.54, -0.19, -0.01], [0.27, -0.28, 0.00], [-0.31, 0.68, -1.33], [-0.83, -0.46, 1.25], [1.25, -1.20, -0.43], [0.38, -0.27, 1.43], [-1.32, 0.14, -0.72], [-0.22, -0.10, 0.32], [-0.04, -0.06, 0.27], [-0.23, -0.03, -0.24], [-0.30, 0.09, 0.68], [0.83, 0.78, -0.72], [0.70, 0.36, 0.39], [-0.57, 0.20, -0.28], [-0.31, 0.28, -0.72], [-0.09, -0.14, -0.08], [0.86, 0.15, 0.46], [1.22, 0.34, -0.40], [-0.21, 0.06, 2.18], [-1.00, 0.87, -0.85], [0.91, 0.36, -0.08], [0.09, -1.46, 0.48], [-0.67, -0.03, -1.28], [0.08, -0.19, -0.35], [-0.37, 0.08, 0.09], [-0.19, -0.17, 0.27], [0.07, -0.19, -0.07], [-0.39, 0.14, -0.37], [-0.29, -0.18, 0.06], [-0.09, 0.47, -0.01], [0.47, 0.33, -0.17], [-0.08, -0.23, 0.03], [0.19, -0.31, 0.86]],
  "lowdin_spin": [-0.001, -0.001, 0.000, 0.000, 0.000, 0.000, 0.000, 0.000, 0.000, 0.000, 0.000, 0.035, 0.274, 0.062, 0.103, 0.318, 0.045, 0.016, 0.015, 0.000, 0.014, 0.005, 0.040, 0.007, 0.025, 0.011, 0.005, 0.001, 0.015, 0.001, -0.001, 0.007, 0.001, 0.001, 0.000, 0.000, 0.000, 0.001, 0.000, 0.000, 0.001, 0.000, 0.000],
  "lumo_ev": [-6.678, -13.388],
  "total_charge": 2,
  "gap_ev": [10.2, 3.5],
  "s2": 0.76,
  "spin_multiplicity": 2,
  "homo_ev": [-16.92, -16.87]
}

{
  "formula": "C4H7NO2",
  "method": "the ωB97M-V functional and the def2-TZVPD basis",
  "species": ["C", "C", "C", "N", "C", "O", "O", "H", "H", "H", "H", "H", "H", "H"],
  "xyz": [[0.487, 1.521, -0.323], [1.094, 0.596, 0.734], [0.380, -0.680, 1.082], [-0.754, -1.027, 0.632], [-1.802, -1.311, -1.715], [-2.334, -2.267, -1.310], [-1.303, -0.383, -2.215], [0.006, 0.974, -1.134], [1.271, 2.149, -0.760], [-0.260, 2.187, 0.115], [2.123, 0.319, 0.468], [1.185, 1.134, 1.687], [0.928, -1.298, 1.809], [-1.043, -1.923, 1.030]],
  "atomic_forces_ev_per_a": [[-0.04, 0.01, -0.02], [0.05, 0.02, 0.05], [-0.11, 0.06, 0.00], [0.36, 0.09, 0.23], [-0.12, -0.10, -0.25], [0.32, 0.63, -0.30], [-0.46, -0.71, 0.20], [0.16, 0.04, 0.19], [-0.12, -0.07, 0.13], [0.03, -0.13, -0.05], [-0.13, 0.00, 0.02], [0.13, -0.03, -0.08], [-0.10, 0.04, -0.07], [0.03, 0.14, -0.06]],
  "nbo_charge": [-0.622, -0.471, 0.173, -0.669, 1.060, -0.532, -0.535, 0.240, 0.209, 0.210, 0.218, 0.222, 0.147, 0.349],
  "smiles": "[H]/N=C/CC.O=C=O",
  "lumo_ev": 0.818,
  "total_charge": 0,
  "gap_ev": 11.1,
  "spin_multiplicity": 1,
  "homo_ev": -10.28
}

{
  "formula": "C2H7NO",
  "method": "the ωB97M-V functional and the def2-TZVPD basis",
  "species": ["C", "C", "N", "H", "H", "H", "H", "H", "H", "H", "O"],
  "xyz": [[0.533, 0.890, -0.861], [1.566, -0.526, 0.609], [0.424, 0.189, 0.405], [-0.407, 1.392, -1.119], [1.339, 1.642, -0.801], [0.637, 0.206, -1.718], [1.492, -1.240, 1.430], [2.431, -0.545, -0.048], [-2.628, 0.175, -0.073], [-1.279, -0.274, 0.505], [-2.122, -0.622, 0.077]],
  "atomic_forces_ev_per_a": [[-0.91, 0.05, 0.54], [-0.77, -0.35, 1.17], [0.50, 0.22, -0.92], [-0.02, 0.37, 0.30], [0.09, -0.05, -0.49], [0.66, -0.11, -0.06], [0.47, 0.00, -0.13], [-0.05, 0.04, -0.20], [-0.22, 0.17, -0.09], [0.49, -0.39, -0.56], [-0.24, 0.04, 0.44]],
  "lowdin_spin": [0.052, 0.418, 0.356, -0.001, 0.018, 0.019, 0.051, 0.077, 0.000, 0.001, 0.010],
  "lumo_ev": [4.688, 4.628],
  "total_charge": -1,
  "gap_ev": [4.4, 8.2],
  "s2": 0.75,
  "spin_multiplicity": 2,
  "homo_ev": [0.33, -3.60]
}

{
  "formula": "C35H43F11InN4O20",
  "method": "the ωB97M-V functional and the def2-TZVPD basis",
  "species": ["C", "C", "C", "O", "O", "C", "C", "In", "C", "C", "C", "C", "N", "C", "N", "N", "C", "C", "C", "C", "N", "C", "C", "F", "F", "C", "F", "F", "F", "H", "H", "H", "H", "H", "H", "H", "H", "H", "H", "H", "H", "H", "H", "H", "H", "H", "H", "H", "H", "H", "H", "H", "H", "H", "C", "C", "O", "C", "O", "O", "F", "H", "H", "H", "C", "C", "O", "C", "O", "O", "F", "H", "H", "H", "C", "C", "O", "C", "O", "O", "F", "H", "H", "H", "C", "C", "O", "C", "O", "O", "F", "H", "H", "H", "C", "C", "O", "C", "O", "O", "F", "H", "H", "H", "C", "C", "O", "C", "O", "O", "F", "H", "H", "H"],
  "xyz": [[-4.971, 6.807, -0.366], [-4.463, 5.359, -0.240], [-5.406, 4.438, -1.033], [-6.093, 4.910, -1.924], [-5.525, 3.125, -0.753], [-4.535, 2.583, 0.177], [-4.542, 1.061, 0.183], [-2.718, 0.372, 1.300], [-1.067, 0.118, -0.192], [0.276, 0.749, 0.239], [1.412, 0.134, -0.608], [2.729, 0.925, -0.609], [3.836, -0.034, -0.260], [5.130, 0.534, -0.454], [5.578, 0.800, -1.608], [5.897, 0.814, 0.743], [-3.004, -1.606, 2.336], [-2.966, -2.754, 1.560], [-3.104, -3.967, 2.244], [-3.265, -3.913, 3.615], [-3.338, -2.826, 4.372], [-3.205, -1.665, 3.710], [-2.270, 2.046, 2.817], [-2.081, 3.255, 2.176], [-1.179, 1.795, 3.613], [-3.493, 2.271, 3.774], [-3.191, 1.958, 5.051], [-4.549, 1.516, 3.414], [-3.928, 3.552, 3.783], [-4.436, 7.475, 0.317], [-4.819, 7.156, -1.389], [-6.044, 6.885, -0.171], [-4.367, 5.054, 0.802], [-3.492, 5.337, -0.748], [-4.708, 2.990, 1.178], [-3.542, 2.893, -0.175], [-4.519, 0.750, -0.868], [-5.459, 0.722, 0.684], [-0.892, -0.963, -0.275], [-1.370, 0.565, -1.136], [0.451, 0.564, 1.304], [0.310, 1.838, 0.099], [1.028, -0.003, -1.623], [1.645, -0.873, -0.238], [2.720, 1.805, 0.053], [2.961, 1.282, -1.619], [3.728, -0.209, 0.736], [4.850, 0.532, -2.273], [5.432, 1.632, 1.145], [5.662, 0.070, 1.404], [-2.834, -2.719, 0.482], [-3.059, -4.921, 1.725], [-3.343, -4.872, 4.137], [-3.257, -0.753, 4.300], [-4.233, -2.862, -3.791], [-3.637, -3.433, -2.529], [-2.371, -2.801, -2.473], [-2.506, -1.595, -3.103], [-1.741, -0.698, -3.009], [-3.651, -1.560, -3.834], [-3.458, -4.776, -2.622], [-3.932, -3.427, -4.675], [-5.319, -2.804, -3.758], [-4.198, -3.204, -1.621], [0.973, -1.714, -5.194], [1.084, -0.637, -6.243], [1.286, 0.529, -5.467], [1.905, 0.130, -4.318], [2.451, 0.857, -3.558], [1.821, -1.211, -4.162], [-0.064, -0.505, -6.953], [-0.044, -1.810, -4.813], [1.318, -2.685, -5.543], [1.921, -0.763, -6.933], [9.532, 0.969, 1.108], [10.003, 0.275, 2.357], [11.287, 0.841, 2.562], [11.252, 2.097, 2.024], [12.055, 2.941, 2.241], [10.173, 2.247, 1.219], [10.136, -1.063, 2.172], [9.880, 0.468, 0.202], [8.449, 1.072, 1.063], [9.382, 0.456, 3.237], [1.777, -1.301, 4.865], [1.224, -1.470, 3.474], [2.345, -1.131, 2.661], [3.458, -1.435, 3.375], [4.551, -1.511, 2.912], [3.160, -1.636, 4.681], [0.232, -0.601, 3.223], [1.698, -0.269, 5.213], [1.304, -1.958, 5.591], [0.894, -2.484, 3.238], [-9.543, 1.413, 0.487], [-9.420, 0.465, 1.653], [-9.045, -0.747, 1.028], [-8.365, -0.405, -0.109], [-7.681, -1.141, -0.732], [-8.568, 0.899, -0.418], [-10.611, 0.289, 2.285], [-10.531, 1.366, 0.025], [-9.322, 2.445, 0.752], [-8.661, 0.745, 2.386], [6.937, -2.828, -1.639], [8.164, -2.807, -2.509], [7.893, -3.831, -3.450], [6.532, -3.897, -3.575], [5.968, -4.453, -4.456], [5.922, -3.235, -2.563], [9.282, -3.134, -1.811], [7.009, -3.563, -0.836], [6.704, -1.851, -1.219], [8.330, -1.864, -3.033]],
  "atomic_forces_ev_per_a": [[0.02, -0.06, -0.06], [-0.53, 0.27, -0.47], [-0.90, 0.36, -0.77], [0.50, -0.50, 0.69], [0.52, 0.79, 0.33], [0.70, -0.93, -0.09], [-0.26, 0.85, 0.38], [0.13, -0.42, -0.65], [0.07, 0.78, 1.30], [0.12, -0.43, -0.44], [-0.08, 0.36, 0.49], [0.28, -0.72, -0.89], [0.42, 1.14, 0.81], [-0.57, -0.25, -0.25], [0.23, 0.00, 0.30], [-0.40, -0.29, -0.16], [0.09, 2.11, -0.90], [-0.18, -0.67, 1.08], [0.21, 0.54, -0.74], [-0.12, -1.29, 0.49], [0.12, 0.47, -0.12], [0.02, -0.91, -0.18], [-1.09, -0.82, -0.33], [0.41, 0.01, 0.22], [0.12, 0.50, -0.01], [0.57, 0.52, 0.28], [-0.21, -0.10, -0.18], [0.07, 0.02, 0.09], [-0.02, -0.22, -0.01], [-0.01, -0.14, -0.07], [-0.04, 0.01, 0.15], [0.14, -0.07, 0.09], [0.17, -0.05, -0.17], [0.05, -0.36, 0.39], [-0.05, 0.01, -0.16], [-0.22, 0.29, 0.11], [-0.05, -0.28, 0.23], [0.06, -0.19, -0.30], [-0.21, 0.13, -0.35], [0.01, -0.36, -0.07], [0.19, 0.15, -0.16], [-0.33, -0.13, 0.03], [0.17, 0.11, 0.04], [-0.17, 0.09, -0.04], [-0.07, -0.29, 0.15], [-0.24, 0.00, 0.56], [-0.06, -0.34, -0.17], [0.15, 0.07, -0.11], [0.31, 0.06, 0.01], [0.16, 0.05, 0.04], [0.09, 0.02, 0.06], [-0.07, 0.04, 0.16], [-0.05, 0.27, 0.05], [0.00, -0.16, 0.06], [-0.42, 0.10, -0.19], [0.21, -0.25, -0.06], [-0.35, 0.23, 0.02], [0.02, 0.31, 0.04], [0.15, -0.23, -0.49], [0.15, -0.22, 0.17], [0.04, 0.02, 0.05], [0.10, -0.12, 0.12], [0.04, 0.23, 0.04], [0.00, -0.13, 0.02], [0.00, -0.50, 0.05], [-0.42, 0.18, 0.05], [0.39, -0.29, -0.03], [-0.06, 0.07, 0.38], [0.00, 0.03, -0.51], [-0.02, 0.18, -0.23], [0.07, 0.04, -0.05], [-0.05, 0.19, -0.08], [0.19, 0.05, 0.14], [-0.10, 0.03, -0.11], [-0.55, 0.13, -0.24], [0.28, -0.28, -0.22], [-0.34, 0.28, 0.11], [0.15, 0.21, -0.15], [0.05, -0.05, -0.01], [0.17, -0.24, 0.26], [0.02, 0.01, 0.09], [0.10, -0.13, 0.12], [0.01, 0.21, -0.05], [0.00, -0.15, 0.02], [-0.03, -0.10, 0.44], [-0.32, 0.41, -0.15], [0.24, -0.46, 0.22], [0.02, 0.11, 0.11], [0.09, 0.15, -0.04], [-0.07, 0.00, -0.33], [-0.04, -0.10, 0.07], [-0.09, 0.04, -0.18], [0.21, -0.12, -0.02], [-0.07, 0.06, -0.10], [0.05, 0.45, -0.10], [-0.30, -0.21, -0.01], [0.28, 0.33, 0.01], [0.20, 0.06, -0.25], [-0.08, -0.23, -0.08], [-0.12, -0.22, 0.21], [0.05, -0.04, 0.04], [-0.05, -0.12, 0.14], [0.20, -0.04, -0.13], [-0.10, -0.02, 0.10], [-0.36, 0.41, 0.37], [0.20, -0.33, 0.15], [-0.25, 0.37, -0.07], [-0.24, -0.15, -0.04], [0.05, -0.06, 0.01], [0.36, -0.09, -0.17], [0.03, 0.01, -0.08], [0.19, -0.04, -0.07], [-0.19, 0.00, -0.15], [0.12, 0.00, 0.06]],
  "lowdin_charge": [-0.107, -0.145, -0.480, 0.065, 0.008, -0.296, -0.217, 0.912, -0.255, -0.295, -0.189, -0.182, 0.022, -0.550, 0.136, 0.088, -0.219, -0.124, -0.092, -0.212, 0.044, -0.194, -0.387, 0.002, 0.004, -0.571, 0.125, 0.101, 0.118, 0.069, 0.073, 0.074, 0.102, 0.127, 0.095, 0.108, 0.046, 0.029, 0.036, 0.022, 0.065, 0.106, 0.091, 0.108, 0.119, 0.074, 0.072, 0.041, 0.088, 0.050, 0.076, 0.092, 0.092, 0.082, -0.054, -0.314, 0.125, -0.536, 0.171, 0.079, 0.069, 0.142, 0.142, 0.172, -0.049, -0.313, 0.143, -0.527, 0.163, 0.086, 0.074, 0.129, 0.142, 0.172, -0.054, -0.317, 0.126, -0.553, 0.173, 0.074, 0.070, 0.145, 0.110, 0.173, -0.037, -0.297, 0.123, -0.547, 0.156, 0.076, 0.079, 0.149, 0.143, 0.183, -0.057, -0.315, 0.130, -0.552, 0.177, 0.076, 0.064, 0.142, 0.142, 0.175, -0.051, -0.314, 0.127, -0.550, 0.173, 0.078, 0.068, 0.146, 0.122, 0.175],
  "lumo_ev": 1.902,
  "total_charge": -1,
  "gap_ev": 7.3,
  "spin_multiplicity": 1,
  "homo_ev": -5.41
}

{
  "formula": "C2H6O",
  "method": "the ωB97M-V functional and the def2-TZVPD basis",
  "species": ["C", "C", "H", "H", "H", "H", "O", "H", "H"],
  "xyz": [[1.194, 0.061, -0.712], [0.952, 1.344, -0.416], [0.569, -0.428, -1.468], [2.032, -0.510, -0.297], [0.123, 1.907, -0.859], [1.604, 1.869, 0.292], [-2.490, -1.364, 1.373], [-1.584, -1.032, 1.566], [-2.401, -1.848, 0.521]],
  "atomic_forces_ev_per_a": [[-0.32, 0.59, -0.38], [0.43, -0.52, 0.20], [0.26, -0.03, 0.39], [-0.39, 0.32, -0.10], [0.38, -0.30, 0.17], [-0.37, -0.09, -0.25], [1.00, -0.18, -0.67], [-0.94, -0.35, -0.27], [-0.04, 0.55, 0.93]],
  "nbo_charge": [-0.401, -0.385, 0.191, 0.199, 0.200, 0.194, -0.942, 0.473, 0.469],
  "smiles": "C=C.O",
  "lumo_ev": 0.900,
  "total_charge": 0,
  "gap_ev": 11.3,
  "spin_multiplicity": 1,
  "homo_ev": -10.39
}

{
  "formula": "C2H6N2",
  "method": "the ωB97M-V functional and the def2-TZVPD basis",
  "species": ["C", "C", "H", "H", "H", "H", "H", "H", "N", "N"],
  "xyz": [[0.792, -0.672, -1.223], [-0.690, 0.744, 1.731], [0.086, -1.773, -1.725], [1.608, -1.209, -0.380], [1.262, 0.013, -2.240], [-1.079, 0.590, -0.886], [-1.713, 1.021, 1.659], [-0.159, 1.055, 2.667], [-0.222, -0.053, -0.429], [0.114, 0.284, 0.826]],
  "atomic_forces_ev_per_a": [[0.12, -3.46, -1.78], [2.71, 0.20, -0.17], [2.68, 3.27, 1.01], [-2.25, 2.03, -2.96], [-1.19, -2.14, 3.35], [3.14, -2.57, 1.26], [-1.00, 0.06, -0.58], [-0.68, -0.61, -0.80], [-3.20, 3.02, -0.47], [-0.33, 0.19, 1.15]],
  "nbo_charge": [-0.425, -0.207, 0.176, 0.258, 0.206, 0.357, 0.156, 0.185, -0.482, -0.223],
  "lumo_ev": 1.083,
  "total_charge": 0,
  "gap_ev": 9.3,
  "spin_multiplicity": 1,
  "homo_ev": -8.23
}

{
  "formula": "HNO3S",
  "method": "the ωB97M-V functional and the def2-TZVPD basis",
  "species": ["N", "O", "O", "O", "S", "H"],
  "xyz": [[-1.251, 0.410, -1.158], [-0.330, -0.892, 1.621], [1.272, 0.442, 0.420], [-0.509, -0.208, -1.817], [-0.161, 0.471, 1.214], [0.980, -0.223, -0.280]],
  "atomic_forces_ev_per_a": [[1.42, -1.31, -1.62], [-0.93, -1.89, 0.79], [-1.40, -0.63, -1.17], [-1.52, 1.32, 1.60], [1.05, 1.72, -0.07], [1.39, 0.80, 0.47]],
  "nbo_charge": [0.203, -0.861, -0.867, -0.216, 1.263, 0.479],
  "lumo_ev": [-0.767, -1.180],
  "total_charge": 0,
  "gap_ev": [7.9, 8.3],
  "spin_multiplicity": 1,
  "homo_ev": [-8.68, -9.50]
}

{
  "formula": "C4H9N4",
  "method": "the ωB97M-V functional and the def2-TZVPD basis",
  "species": ["C", "C", "C", "C", "N", "N", "N", "N", "H", "H", "H", "H", "H", "H", "H", "H", "H"],
  "xyz": [[0.445, 0.480, 1.568], [0.072, 1.474, -0.682], [-0.982, -1.245, 0.109], [-0.195, -0.888, 1.308], [0.244, 1.416, 0.510], [-0.289, -0.636, -1.046], [0.009, 2.043, -1.860], [1.218, -0.688, 1.121], [0.393, 0.996, 2.441], [-0.995, -2.342, 0.056], [-1.956, -0.703, 0.063], [-0.490, -1.411, 2.219], [0.235, 1.285, -2.546], [0.279, 2.967, -2.038], [0.689, -0.832, -0.913], [-0.706, -0.817, -1.943], [2.028, -1.098, 1.632]],
  "atomic_forces_ev_per_a": [[-0.66, -2.94, -3.91], [0.46, -0.64, 4.26], [-0.67, 1.35, -1.50], [0.97, 0.44, 2.45], [-0.21, 1.47, -3.27], [0.16, 0.65, 0.03], [-0.35, -3.79, -0.84], [1.01, 0.99, 0.33], [0.45, 0.61, 2.88], [-0.58, 0.32, -0.24], [0.21, -1.21, 0.73], [-0.12, 0.14, -0.14], [-0.44, 1.65, 0.19], [0.58, 1.53, -0.06], [0.53, -0.46, -0.76], [0.16, -0.55, -0.18], [-1.49, 0.45, 0.03]],
  "nbo_charge": [0.076, 0.785, -0.246, -0.062, -0.374, -0.800, -0.806, -0.631, 0.238, 0.227, 0.229, 0.230, 0.442, 0.452, 0.413, 0.403, 0.426],
  "smiles": "NC[C@H]1N[C@H]1N=C=[NH2+]",
  "lumo_ev": -3.573,
  "total_charge": 1,
  "gap_ev": 10.0,
  "spin_multiplicity": 1,
  "homo_ev": -13.61
}